{"formula": "C34H34BClGaN5O12PS", "method": "wB97M-V/def2-TZVPD", "lumo_energy_ev": 0.57, "energy_ev": -153519.797, "homo_ev": -4.7, "gap_ev": 5.24, "charge": -1, "symbols": ["Ga", "Cl", "S", "P", "O", "O", "O", "O", "O", "O", "O", "O", "O", "O", "O", "O", "N", "N", "N", "N", "N", "C", "C", "C", "C", "C", "C", "C", "C", "C", "C", "C", "C", "C", "C", "C", "C", "C", "C", "C", "C", "C", "C", "C", "C", "C", "C", "C", "C", "C", "C", "C", "C", "C", "C", "B", "H", "H", "H", "H", "H", "H", "H", "H", "H", "H", "H", "H", "H", "H", "H", "H", "H", "H", "H", "H", "H", "H", "H", "H", "H", "H", "H", "H", "H", "H", "H", "H", "H", "H"], "positions_angstrom": [[3.119, 3.870, -3.213], [3.520, 5.898, -2.279], [4.354, 0.598, -2.268], [3.520, 2.248, -1.490], [1.655, -1.724, -2.001], [0.227, 0.864, 3.622], [-5.080, 1.268, 4.101], [-4.834, -3.513, -0.455], [9.727, 2.028, 0.187], [0.269, -3.333, -2.333], [0.580, 3.127, -4.810], [1.704, 0.245, 2.186], [-6.051, 0.360, 5.794], [-5.765, -5.381, -0.988], [0.154, 4.645, -3.088], [7.907, 2.402, -0.914], [0.969, -2.409, -2.722], [-5.199, 1.066, 5.292], [8.580, 1.768, -0.135], [0.594, 0.198, 2.668], [-5.761, -4.298, -0.443], [-4.228, 1.723, 6.188], [-0.384, -0.727, 2.065], [0.941, -1.548, -6.844], [7.939, 0.581, 0.466], [6.906, 3.769, -3.512], [4.510, 3.608, -4.638], [-0.002, -1.513, 0.994], [-0.810, 2.860, -4.903], [-2.233, -2.418, 0.942], [1.772, -1.080, -4.631], [1.751, -0.811, -5.992], [-6.969, -3.892, 0.303], [-1.660, -0.765, 2.593], [-3.408, 2.127, 8.381], [-3.258, 2.534, 5.630], [0.963, -2.099, -4.161], [6.657, 0.266, 0.060], [-6.984, -2.651, 0.910], [-2.586, -1.619, 2.022], [-8.121, -2.268, 1.602], [-2.350, 3.152, 6.474], [5.821, 3.689, -4.036], [-2.426, 2.951, 7.845], [-0.940, -2.368, 0.431], [0.137, -2.564, -6.342], [8.634, -0.159, 1.404], [8.005, -1.258, 1.966], [6.711, -1.595, 1.581], [6.043, -0.839, 0.628], [-9.169, -4.369, 1.060], [0.144, -2.848, -4.987], [-9.212, -3.125, 1.675], [-4.322, 1.502, 7.548], [-8.038, -4.764, 0.365], [1.074, 3.871, -3.772], [-0.474, -3.631, -4.575], [2.376, -0.019, -6.380], [-0.954, 2.134, -5.700], [-10.099, -2.820, 2.214], [5.040, -1.096, 0.316], [6.224, -2.453, 2.026], [-3.590, -1.656, 2.423], [-5.091, 0.856, 7.943], [-6.125, -2.000, 0.842], [2.292, 1.896, -0.901], [6.143, 0.853, -0.690], [0.936, -1.331, -7.904], [4.411, 4.420, -5.362], [7.735, 4.011, -2.891], [-3.462, 1.968, 9.449], [8.525, -1.851, 2.706], [4.300, 2.767, -0.446], [1.002, -1.458, 0.599], [-8.153, -1.301, 2.083], [-0.649, -2.981, -0.412], [-3.211, 2.673, 4.561], [9.637, 0.121, 1.686], [2.414, -0.498, -3.979], [-1.380, 3.759, -5.142], [0.482, 4.833, -2.203], [-10.019, -5.036, 1.121], [-0.497, -3.137, -7.006], [-1.196, 2.450, -3.970], [-7.984, -5.727, -0.121], [-1.582, 3.787, 6.057], [-1.926, -0.142, 3.434], [-2.983, -3.066, 0.509], [4.391, 2.656, -5.154], [-1.716, 3.437, 8.500]], "forces_ev_per_angstrom": [[-0.274, 0.118, -0.393], [-0.080, -0.041, 0.148], [-0.278, -0.092, -0.159], [0.254, -0.176, -1.020], [-0.003, -0.009, 0.068], [0.004, 0.006, -0.012], [-0.103, -0.066, -0.061], [-0.085, -0.134, -0.173], [0.018, 0.039, -0.026], [0.090, -0.087, -0.215], [0.097, -0.240, -0.091], [-0.004, -0.017, 0.007], [-0.017, 0.019, -0.014], [0.003, 0.001, -0.014], [-0.284, -0.503, 0.311], [0.244, 0.315, -0.063], [-0.083, 0.064, 0.074], [0.130, 0.001, 0.018], [-0.209, -0.283, 0.104], [0.018, -0.007, 0.021], [-0.050, 0.094, 0.129], [-0.037, -0.016, -0.029], [0.034, 0.027, -0.021], [0.010, 0.004, 0.025], [0.022, -0.015, 0.030], [-0.456, 0.407, 0.055], [0.274, 0.033, 0.110], [0.042, -0.038, -0.066], [-0.038, 0.174, -0.146], [0.032, 0.053, 0.095], [0.094, 0.136, -0.063], [-0.032, -0.024, -0.056], [0.026, -0.015, -0.039], [-0.166, 0.033, 0.137], [0.038, 0.034, -0.020], [0.086, 0.051, -0.042], [0.025, -0.020, -0.007], [0.060, 0.071, 0.125], [-0.003, 0.093, 0.061], [-0.042, -0.051, -0.041], [-0.047, -0.031, 0.001], [-0.003, 0.003, 0.055], [0.579, -0.073, 0.081], [-0.029, -0.017, -0.019], [-0.062, -0.003, 0.060], [0.021, 0.031, -0.019], [0.067, -0.067, 0.092], [-0.037, -0.009, -0.015], [0.031, 0.046, -0.029], [0.017, -0.087, 0.093], [-0.004, 0.049, 0.024], [-0.064, -0.043, -0.087], [0.029, -0.012, -0.019], [-0.010, -0.010, 0.116], [-0.095, -0.067, 0.006], [0.099, 0.122, 0.178], [0.018, -0.002, 0.063], [0.000, 0.027, 0.010], [0.019, -0.068, -0.036], [-0.008, 0.001, 0.014], [-0.015, 0.035, -0.054], [-0.005, -0.014, 0.010], [-0.013, -0.001, -0.001], [-0.033, -0.015, -0.048], [0.030, -0.020, -0.040], [0.054, 0.169, 0.457], [0.078, -0.066, 0.022], [-0.007, 0.009, -0.011], [-0.169, -0.027, -0.046], [0.104, -0.275, -0.117], [0.001, -0.003, 0.015], [0.009, -0.012, 0.011], [-0.163, -0.030, 0.370], [0.002, 0.047, -0.003], [0.008, 0.009, 0.016], [-0.053, 0.048, 0.103], [-0.036, -0.027, -0.020], [0.018, 0.050, -0.027], [-0.031, -0.086, 0.209], [-0.006, 0.072, 0.016], [0.131, 0.460, -0.178], [-0.012, -0.008, 0.002], [-0.009, -0.007, -0.008], [-0.015, -0.020, 0.068], [0.053, 0.003, -0.031], [0.022, -0.008, -0.011], [0.074, 0.057, -0.003], [0.225, 0.000, -0.040], [-0.137, -0.062, 0.020], [0.016, -0.003, 0.007]]}